Below is an isolated ion of composition CH8N3OSi and charge +1 in a non-equilibrium geometry, with properties calculated with wB97M-V/def2-TZVPD.

Positions of all 14 atoms, in Å:
1 C 0.334 0.747 0.259
2 N 0.986 1.754 0.895
3 N -0.383 1.091 -0.761
4 N -1.095 0.189 -1.629
5 O 0.380 -0.375 0.779
6 Si 0.386 -2.057 0.807
7 H 0.768 2.737 0.668
8 H 1.515 1.502 1.814
9 H -0.406 2.041 -0.938
10 H -1.509 -0.488 -1.000
11 H -1.761 0.801 -2.082
12 H -0.092 -2.325 2.058
13 H -0.485 -2.209 -0.395
14 H 1.837 -2.205 0.666

## Properties
E_LUMO   -0.1231 Ha
ΔE to the lowest compared entry with this formula, charge and spin   1.966 eV
Kohn-Sham gap   0.3882 Eh
Structure (SMILES)   N/[NH+]=C(/N)O[SiH3]
HOMO level   -13.91 eV
Charge   +1
Spin multiplicity   1

Results of the Löwdin charge analysis, in e, for atoms 1 through 4: -0.53, 0.19, 0.06, 0.12

---

Below is C29H38N2O2P3Tm as an isolated structure in a non-equilibrium geometry, with properties calculated with wB97M-V/def2-TZVPD.

Positions of all 75 atoms, in Å:
1 Tm -1.015 0.509 -0.788
2 P 0.682 1.206 -2.811
3 C -0.447 0.674 -4.201
4 C -1.636 -0.277 -3.840
5 N -2.007 -0.691 -2.588
6 C -3.109 -1.485 -2.410
7 C -3.815 -2.020 -3.496
8 C -3.427 -1.631 -4.786
9 C -2.399 -0.695 -4.928
10 C -3.635 -1.775 -1.007
11 P -3.355 -0.558 0.379
12 H -2.069 -0.335 -5.909
13 H -4.716 -2.609 -3.344
14 H -3.933 -2.024 -5.678
15 H -4.713 -1.944 -1.012
16 H -3.199 -2.685 -0.581
17 H -0.847 1.562 -4.794
18 H 0.341 0.088 -4.763
19 H -2.690 4.337 -2.845
20 O -2.951 4.703 -3.679
21 H -3.811 4.093 -3.823
22 H -0.372 2.549 0.228
23 O -1.689 2.546 -0.220
24 H -2.140 3.207 0.521
25 C -4.789 0.604 0.294
26 H -5.742 0.062 0.314
27 H -4.754 1.294 1.151
28 H -4.722 1.194 -0.631
29 C -3.624 -1.411 1.949
30 H -3.405 -0.730 2.782
31 H -4.649 -1.783 2.050
32 H -2.925 -2.251 1.996
33 C 2.074 0.195 -3.412
34 H 2.635 0.743 -4.164
35 H 2.726 -0.082 -2.601
36 H 1.611 -0.690 -3.849
37 C 1.273 2.938 -3.213
38 H 1.928 3.340 -2.424
39 H 1.868 2.884 -4.139
40 H 0.387 3.592 -3.324
41 N 0.514 -0.280 0.289
42 P 1.550 -0.504 1.438
43 C 2.747 0.850 1.471
44 C 3.860 0.810 2.324
45 C 4.766 1.892 2.326
46 C 4.521 3.021 1.515
47 C 3.396 3.057 0.679
48 C 2.519 1.978 0.681
49 C 0.675 -0.286 3.020
50 C 0.758 -1.196 4.078
51 C -0.130 -1.096 5.165
52 C -1.038 -0.025 5.234
53 C -1.117 0.907 4.177
54 C -0.239 0.779 3.089
55 C 2.518 -2.015 1.532
56 C 1.880 -3.210 1.918
57 C 2.618 -4.396 2.054
58 C 3.994 -4.416 1.774
59 C 4.595 -3.262 1.244
60 C 3.871 -2.066 1.124
61 H 4.063 -0.046 2.974
62 H 5.656 1.884 2.969
63 H 5.215 3.875 1.498
64 H 3.160 3.931 0.051
65 H 1.613 1.979 0.076
66 H 1.484 -2.008 4.048
67 H -0.072 -1.813 5.992
68 H -1.728 0.065 6.080
69 H -1.821 1.743 4.223
70 H -0.306 1.496 2.265
71 H 0.815 -3.184 2.177
72 H 2.109 -5.295 2.416
73 H 4.574 -5.339 1.952
74 H 5.658 -3.293 0.997
75 H 4.381 -1.175 0.749

## Properties
Expectation value of S²   2.003
E_LUMO (alpha / beta)   -0.2584 / -0.2584 Ha
Kohn-Sham gap (alpha / beta)   0.2400 / 0.2401 Eh
HOMO level (alpha / beta)   -13.56 / -13.56 eV
Charge   +2
Spin multiplicity   3

Results of the Löwdin charge analysis, in e, for atoms 1 through 4: 0.96, 0.81, -0.27, -0.28

---

Below is C30H30AgF5NOPSe as an isolated structure, with properties calculated with wB97M-V/def2-TZVPD.

Positions of all 70 atoms, in Å:
1 Ag -0.024 -1.241 -0.667
2 O 3.099 -0.419 -0.380
3 C 3.562 -0.597 0.856
4 C 2.528 -0.782 1.981
5 C 2.970 -1.181 3.251
6 C 2.066 -1.328 4.280
7 C 0.719 -1.076 4.030
8 C 0.366 -0.688 2.751
9 N 1.240 -0.541 1.753
10 H 2.355 -1.947 -0.993
11 H 4.182 0.273 1.229
12 H 4.244 -1.484 0.965
13 H 4.026 -1.381 3.399
14 H 2.395 -1.644 5.264
15 H -0.037 -1.194 4.796
16 H -0.675 -0.507 2.495
17 C 1.373 1.161 -2.574
18 P 0.420 1.223 -1.013
19 C -0.920 2.405 -1.482
20 C -0.699 3.750 -1.779
21 C -1.749 4.582 -2.137
22 C -3.043 4.077 -2.204
23 C -3.276 2.741 -1.915
24 C -2.220 1.909 -1.555
25 C 1.438 2.324 0.037
26 C 0.816 3.059 1.047
27 C 1.556 3.832 1.929
28 C 2.939 3.877 1.820
29 C 3.568 3.138 0.827
30 C 2.828 2.362 -0.057
31 H 2.208 0.480 -2.400
32 H 1.719 2.144 -2.905
33 H 0.720 0.721 -3.329
34 H 0.307 4.151 -1.716
35 H -1.560 5.626 -2.360
36 H -3.867 4.726 -2.477
37 H -4.280 2.339 -1.961
38 H -2.402 0.862 -1.328
39 H -0.264 3.023 1.145
40 H 1.051 4.392 2.708
41 H 3.522 4.472 2.513
42 H 4.649 3.144 0.749
43 H 3.327 1.734 -0.784
44 F -7.602 2.006 0.257
45 C -6.586 1.139 0.066
46 C -5.820 0.703 1.130
47 F -6.101 1.153 2.370
48 C -4.783 -0.187 0.921
49 F -4.095 -0.561 2.009
50 C -4.441 -0.689 -0.339
51 Se -3.006 -1.886 -0.611
52 C -5.243 -0.218 -1.383
53 F -5.024 -0.617 -2.646
54 C -6.289 0.668 -1.198
55 F -7.027 1.090 -2.247
56 C 3.001 -4.645 -1.170
57 C 1.621 -4.040 -0.839
58 C 1.447 -4.110 0.682
59 C 0.554 -4.931 -1.480
60 C 1.537 -2.605 -1.345
61 H 3.105 -5.678 -0.807
62 H 3.790 -4.035 -0.722
63 H 3.160 -4.644 -2.253
64 H 1.545 -5.140 1.049
65 H 0.464 -3.727 0.966
66 H 2.201 -3.496 1.182
67 H 0.579 -5.952 -1.078
68 H 0.707 -4.986 -2.563
69 H -0.436 -4.503 -1.309
70 H 1.563 -2.628 -2.447

## Properties
E_LUMO   0.1637 Ha
ΔE to the lowest compared entry with this formula, charge and spin   0.000 eV
Kohn-Sham gap   0.1869 Eh
HOMO level   -0.63 eV
Charge   -2
Spin multiplicity   1

Results of the Löwdin charge analysis, in e, for atoms 1 through 4: 0.49, -0.35, -0.43, -0.25

---

Below is a 2-piece molecular cluster, C2H8N2O overall in a non-equilibrium geometry, with properties calculated with wB97M-V/def2-TZVPD.

Positions of all 13 atoms, in Å:
1 C 0.843 1.493 0.015
2 N 1.042 0.192 -0.426
3 C -0.018 -0.143 -1.248
4 N -0.888 -0.999 -0.936
5 H 0.423 2.160 -0.911
6 H 0.050 1.585 0.807
7 H 1.726 2.045 0.186
8 H 1.176 -0.538 0.265
9 H 0.001 0.153 -2.289
10 H -1.836 -0.690 -1.116
11 H -1.126 -1.977 1.218
12 H -0.399 -1.304 2.301
13 O -0.993 -1.977 2.134

## Properties
E_LUMO   0.0314 Ha
ΔE to the lowest compared entry with this formula, charge and spin   3.073 eV
Kohn-Sham gap   0.3690 Eh
Structure (SMILES)   [H]/N=C/NC.O
HOMO level   -9.19 eV
Charge   0
Spin multiplicity   1

Results of the Löwdin charge analysis, in e, for atoms 1 through 4: -0.16, -0.09, -0.34, 0.08

---

Below is the molecule C11H17Br2F6NO4S2 in a non-equilibrium geometry, with properties calculated with wB97M-V/def2-TZVPD.

Positions of all 43 atoms, in Å:
1 C 2.604 -0.567 1.665
2 O 1.285 -0.228 1.188
3 C 1.241 -0.094 -0.269
4 C -0.351 -0.157 -0.602
5 C -1.247 0.336 0.657
6 C -2.708 0.658 0.040
7 C -3.604 -0.639 -0.155
8 F -3.960 -0.809 -1.527
9 F -2.996 -1.839 0.237
10 C -4.998 -0.420 0.609
11 F -5.816 -1.560 0.470
12 F -4.771 -0.190 1.970
13 F -5.713 0.654 0.060
14 C 1.914 -1.260 -1.090
15 Br 1.274 -1.234 -3.012
16 C 1.759 -2.765 -0.636
17 C 0.745 -3.170 0.501
18 Br 3.585 -3.419 -0.045
19 C 1.778 1.400 -0.523
20 S 2.986 1.647 -1.906
21 N 0.641 2.408 -0.759
22 O 0.858 2.988 -1.983
23 S 0.743 3.648 0.491
24 O -0.488 4.482 0.371
25 O 1.991 4.468 0.346
26 F 0.739 2.982 2.013
27 H 2.774 0.052 2.619
28 H 2.616 -1.653 2.008
29 H 3.452 -0.297 0.963
30 H -0.621 0.373 -1.564
31 H -0.685 -1.244 -0.765
32 H -1.329 -0.465 1.450
33 H -0.859 1.311 1.085
34 H -3.231 1.474 0.640
35 H -2.553 1.100 -1.006
36 H 3.040 -1.068 -1.186
37 H 1.539 -3.428 -1.541
38 H 1.345 -3.510 1.417
39 H 0.144 -4.095 0.191
40 H 0.023 -2.386 0.872
41 H 2.299 1.816 0.413
42 H 4.079 0.797 -1.699
43 H 0.479 3.900 -2.009

## Properties
E_LUMO   -0.0287 Ha
Kohn-Sham gap   0.3206 Eh
Structure (SMILES)   CO[C@](CCCC(F)(F)C(F)(F)F)([C@H](Br)[C@H](C)Br)[C@@H](S)N(O)S(=O)(=O)F
HOMO level   -9.51 eV
Charge   0
Spin multiplicity   1

Results of the Löwdin charge analysis, in e, for atoms 1 through 4: -0.10, -0.20, -0.44, -0.16

---

Below is a 2-piece molecular cluster, C2H4FN overall in a non-equilibrium geometry, with properties calculated with wB97M-V/def2-TZVPD.

Positions of all 8 atoms, in Å:
1 C -0.966 -0.387 -0.464
2 C 1.541 0.395 0.391
3 N -2.215 -0.441 -0.360
4 F -2.717 0.352 0.708
5 H 1.166 1.276 0.064
6 H -0.399 -0.989 -1.060
7 H 1.856 -0.164 -0.536
8 H 1.734 -0.041 1.258

## Properties
E_LUMO (alpha / beta)   -0.0100 / -0.0477 Ha
ΔE to the lowest compared entry with this formula, charge and spin   6.647 eV
Kohn-Sham gap (alpha / beta)   0.3531 / 0.2977 Eh
HOMO level (alpha / beta)   -9.88 / -9.40 eV
Charge   0
Spin multiplicity   1

Results of the Löwdin charge analysis, in e, for atoms 1 through 4: 0.06, 0.13, 0.00, -0.13

---

Below is the molecule C4H5FS in a non-equilibrium geometry, with properties calculated with wB97M-V/def2-TZVPD.

Positions of all 11 atoms, in Å:
1 C 0.023 0.842 -0.417
2 C 0.672 -0.416 -0.969
3 C -0.418 -0.778 1.256
4 C -0.415 0.512 0.962
5 H 0.590 1.729 -0.574
6 H 1.797 -0.435 -0.996
7 H 0.380 -0.575 -2.031
8 H -0.743 -1.225 2.242
9 H -0.877 1.257 1.665
10 F -1.120 1.012 -1.149
11 S 0.111 -1.923 0.009

## Properties
E_LUMO   0.0336 Ha
ΔE to the lowest compared entry with this formula, charge and spin   0.108 eV
Kohn-Sham gap   0.3488 Eh
Structure (SMILES)   F[C@H]1C=CSC1
HOMO level   -8.58 eV
Charge   0
Spin multiplicity   1

Results of the Löwdin charge analysis, in e, for atoms 1 through 4: -0.41, -0.37, -0.44, -0.15

---

Number 1: electronic energy -571.6250 a.u., molar mass 106.18 u. Number 2: electronic energy -3496.6009 a.u., molar mass 708.49 u. Number 3: electronic energy -4680.2054 a.u., molar mass 733.37 u. Number 4: electronic energy -265.6702 a.u., molar mass 76.10 u. Number 5: electronic energy -7328.4424 a.u., molar mass 565.19 u. Number 6: electronic energy -232.9669 a.u., molar mass 61.06 u. Number 7: electronic energy -653.4370 a.u., molar mass 104.15 u.